No. 1
Density functional theory data (ωB97M-V/def2-TZVPD) for a single C21H20ClN7O molecule in a non-equilibrium geometry.

As for the highest occupied orbital energy: -0.26933 Eh. The value obtained for the energy relative to the best compared isomer or geometry (same formula, charge and spin) is 0.000 eV.

```
! wB97M-V def2-TZVPD RIJCOSX def2/J DEFGRID3
* xyz 0 1
C -2.86122 4.54441 -0.79754
C -1.48564 3.94169 -0.77721
C -0.59764 4.10491 -1.83477
N 0.66476 3.54302 -1.74970
C 1.63792 3.56348 -2.72187
C 2.70288 2.86547 -2.26614
C 2.30232 2.36121 -0.95468
C 1.06012 2.81195 -0.63141
C 0.07903 2.73879 0.48687
N 0.38014 2.07652 1.71571
C 1.64552 1.36486 1.97003
C 1.43555 0.68751 3.31301
C -0.09132 0.56092 3.46280
N -0.56069 -0.58705 2.73299
C -0.35670 -1.91354 3.13625
O -0.16473 -2.10512 4.30975
C -0.36569 -3.00467 2.12455
N -0.33694 -4.37611 2.36005
C -0.43169 -4.89383 1.18999
N -0.47748 -3.90276 0.22927
C -0.44792 -4.07457 -1.14861
C -0.02723 -3.00576 -1.92643
C 0.05183 -3.11384 -3.31713
C -0.29047 -4.32020 -3.95858
Cl -0.20252 -4.39598 -5.66735
C -0.75295 -5.38576 -3.21536
C -0.85108 -5.26068 -1.80876
N -0.40110 -2.70747 0.85725
C -0.59062 1.84159 2.79242
N -1.11738 3.25162 0.39528
H -2.83171 5.42822 -0.14208
H -3.61246 3.87209 -0.35951
H -3.14738 4.88272 -1.78445
H -0.83541 4.68141 -2.71439
H 1.58686 4.08518 -3.68390
H 3.65160 2.76492 -2.79222
H 2.93801 1.79221 -0.29939
H 2.51814 2.01182 1.95755
H 1.75108 0.55398 1.21818
H 1.91050 -0.31782 3.37571
H 1.87691 1.31074 4.10881
H -0.37390 0.52695 4.53595
H -0.80834 -0.44974 1.75994
H -0.43747 -5.97251 0.98743
H 0.26265 -2.08184 -1.39636
H 0.34287 -2.27431 -3.92958
H -0.98126 -6.28731 -3.77359
H -1.17062 -6.12907 -1.24814
H -1.57227 1.66480 2.40482
H -0.61689 2.72695 3.47454
*
```

Löwdin atomic charge list, values in e, 2 entries: number 1, C, carries -0.06; number 2, C, carries -0.30

=====

No. 2
Density functional theory data (ωB97M-V/def2-TZVPD) for 4 unconnected molecules or ions with the total composition C21H20F4O6S2 in a non-equilibrium geometry.

As for the highest occupied orbital energy: -0.33392 Eh.

```
! wB97M-V def2-TZVPD RIJCOSX def2/J DEFGRID3
* xyz 0 1
O -3.41347 -0.50454 0.45505
S -2.09185 0.28294 0.62529
O -2.42032 1.76837 0.90830
O -1.01498 -0.12960 1.88840
C -0.51700 -1.45852 1.44912
F -1.57973 -2.40452 1.86209
C -0.18200 -1.24308 -0.14802
S -0.38579 -2.74937 -1.30605
O -0.81188 -2.26160 -2.72556
O -1.47866 -3.73909 -0.81085
C 1.19502 -3.73969 -1.50579
F 0.78800 -5.15258 -1.81927
F 2.02173 -3.82626 -0.26631
F 2.01067 -3.16725 -2.61566
O -1.06350 -0.14399 -0.66538
H 0.42689 -1.89377 1.98827
H 0.88596 -0.74292 -0.33462
C -2.86563 -2.10619 -8.15381
C -2.90866 -3.12142 -7.19869
C -2.41378 -2.89367 -5.91495
C -1.87133 -1.65090 -5.58711
C -1.81981 -0.63859 -6.54498
C -2.31811 -0.86507 -7.82767
H -3.25744 -2.28181 -9.15199
H -3.32901 -4.09076 -7.45478
H -2.45060 -3.68405 -5.16984
H -1.48806 -1.47231 -4.58631
H -1.39167 0.32815 -6.29147
H -2.28003 -0.07535 -8.57331
C -0.32391 3.47284 6.07528
C 0.02782 2.57927 7.08653
C -0.03708 1.20516 6.85767
C -0.45826 0.72392 5.61781
C -0.81890 1.61741 4.60956
C -0.75042 2.99161 4.83713
H -0.26681 4.54351 6.25171
H 0.35360 2.95411 8.05361
H 0.24038 0.50909 7.64490
H -0.50646 -0.34653 5.43834
H -1.15286 1.24255 3.64515
H -1.02925 3.68778 4.05055
C 2.90693 1.51339 0.29173
C 4.04719 2.27792 0.04654
C 4.53886 3.13399 1.03152
C 3.88724 3.22900 2.26140
C 2.74160 2.47141 2.50325
C 2.25203 1.61249 1.51965
H 2.52796 0.84145 -0.47351
H 4.55361 2.20591 -0.91275
H 5.42951 3.72712 0.84130
H 4.27152 3.89391 3.02991
H 2.23016 2.54972 3.45952
H 1.36059 1.02042 1.70913
*
```

Löwdin atomic charge list, values in e, 2 entries: number 1, O, carries -0.26; number 2, S, carries 0.89

=====

No. 3
Density functional theory data (ωB97M-V/def2-TZVPD) for a molecular structure, C21H20F5IrO2 in a non-equilibrium geometry.

As for the highest occupied orbital energy (alpha / beta): -0.04998 / -0.13860 Eh. As for the expectation value of S²: 8.772.

```
! wB97M-V def2-TZVPD RIJCOSX def2/J DEFGRID3
* xyz -1 6
Ir 0.32020 1.59413 0.29399
C 2.02222 1.14230 1.59247
C 2.10816 0.24982 0.48912
C 2.23908 1.01845 -0.70666
H 2.08497 -0.84376 0.53533
C 2.21249 2.40607 -0.35764
C 2.06352 2.48734 1.07565
H 2.03759 3.40651 1.66991
H 1.92224 0.86279 2.64545
H 2.28558 0.60724 -1.71390
H 2.27878 3.24775 -1.05610
C -1.70795 0.99592 1.07800
C -1.32252 2.33353 1.44906
C -1.16987 3.10146 0.22996
H -1.18945 2.70742 2.46314
C -1.44998 2.22039 -0.88364
C -1.77038 0.91699 -0.34882
H -1.98549 0.03536 -0.92444
H -1.92097 0.17627 1.75592
H -0.92611 4.15645 0.16477
H -1.39762 2.47403 -1.93612
O 0.35151 -1.08284 -0.94001
C -0.12297 -0.01132 -4.27385
C 0.54765 -1.35700 -3.84686
C 0.73329 1.26036 -4.06572
C -1.65540 -0.00475 -4.08312
C 0.59845 -1.68445 -2.12635
H 1.57945 -1.47012 -4.21018
H 0.05946 -2.24087 -4.32158
H 0.02394 -2.62528 -2.03820
H 1.64990 -1.99677 -1.97456
H 0.75196 1.79683 -5.02664
H 1.75414 1.00584 -3.69662
H 0.36865 1.90489 -3.24548
H -2.09187 0.03989 -5.08465
H -2.04806 0.78585 -3.41610
H -1.97380 -0.92520 -3.53173
F -1.16485 -3.44054 6.47855
C -0.88470 -2.92502 5.26939
C -0.59919 -1.55983 5.15321
F -0.60146 -0.77126 6.25026
C -0.32474 -1.03054 3.92174
F -0.06419 0.29368 3.79292
C -0.30905 -1.83707 2.73154
O -0.07890 -1.33263 1.60865
C -0.59986 -3.23874 2.90619
F -0.59757 -4.01604 1.81117
C -0.88103 -3.75947 4.14605
F -1.15524 -5.07408 4.29654
*
```

Löwdin atomic charge list, values in e, 2 entries: number 1, Ir, carries 1.36; number 2, C, carries -0.21

=====

No. 4
Density functional theory data (ωB97M-V/def2-TZVPD) for a molecular structure, C21H20I2N4O6Sc.

As for the highest occupied orbital energy: -0.39913 Eh. The value obtained for the energy relative to the best compared isomer or geometry (same formula, charge and spin) is 0.000 eV.

```
! wB97M-V def2-TZVPD RIJCOSX def2/J DEFGRID3
* xyz 1 1
Sc 0.47342 -0.09186 -0.16196
I -5.05534 4.16886 -1.81074
C -3.15606 3.34712 -1.57990
C -2.48636 2.83935 -2.68800
C -1.23472 2.27756 -2.51809
I -0.20938 1.40215 -4.11515
C -0.61511 2.21583 -1.26501
O 0.58902 1.65403 -1.08117
C -1.30991 2.74116 -0.16787
C -0.63328 2.65186 1.16838
N -0.40422 1.23073 1.55104
C -1.62950 0.55091 2.01265
C -1.30476 -0.89432 2.30187
C -1.94618 -1.61990 3.29076
C -1.59456 -2.94627 3.48389
C -0.60634 -3.50887 2.68963
C -0.00945 -2.71980 1.72669
N -0.34996 -1.43994 1.53373
C -2.57313 3.29793 -0.32500
H -2.93503 2.87784 -3.67104
H -1.21621 3.16046 1.94017
H 0.35204 3.11618 1.10911
H 0.25008 1.21640 2.32883
H -2.36870 0.61603 1.20938
H -2.05792 1.03301 2.89490
H -2.70464 -1.14646 3.89959
H -2.08188 -3.53166 4.25215
H -0.29622 -4.53641 2.81199
H 0.76838 -3.11080 1.08108
H -3.09263 3.70079 0.53565
O 6.29629 -0.90750 -1.17625
C 6.15334 -0.30896 -0.00668
O 7.08014 0.06534 0.65874
C 4.76007 -0.10236 0.51168
C 4.52651 0.52894 1.71504
N 3.19832 0.56695 1.89605
N 2.53514 -0.02478 0.89242
C 3.48255 -0.43466 0.03811
C 3.00943 -1.12957 -1.21016
O 3.80524 -1.47977 -2.05414
O 1.71925 -1.28336 -1.24733
H 5.42798 -1.14562 -1.58103
H 5.23007 0.93859 2.42077
H 2.71398 0.94121 2.69300
C -1.04240 -2.24158 -2.87894
C -1.80498 -1.22955 -2.10714
C -3.17212 -0.85912 -2.55593
O -1.34103 -0.68523 -1.09534
H -1.52511 -3.21118 -2.71791
H 0.00302 -2.29033 -2.58840
H -1.13405 -2.01923 -3.94290
H -3.04272 -0.15392 -3.38512
H -3.73210 -0.36416 -1.76691
H -3.70827 -1.72207 -2.94919
*
```

Löwdin atomic charge list, values in e, 2 entries: number 1, Sc, carries 1.06; number 2, I, carries 0.91